# 1
Here is C54H45N2O2PS5V as an isolated structure in a non-equilibrium geometry from OMol25. Energies are from the ωB97M-V functional and the def2-TZVPD basis.

Positions of all 110 atoms, in Å:
C  -0.628  0.550  3.705
H  -5.987  -5.298  -0.034
C  4.674  0.295  -4.098
S  -0.051  4.146  1.030
H  -5.436  -3.864  1.913
C  -2.776  7.193  -0.690
C  1.013  -0.326  5.268
H  -0.819  0.545  5.871
H  4.473  -0.211  -5.035
S  2.608  -2.456  -1.096
H  3.634  -6.224  3.079
H  -3.267  6.131  5.599
H  7.093  2.026  -2.479
C  -1.008  -0.624  -2.562
C  -4.128  -4.887  -1.033
H  -4.359  -5.505  -1.892
C  -1.361  -2.673  0.140
C  5.899  0.906  -3.891
H  -2.481  1.533  4.226
C  1.437  -0.474  2.867
H  6.653  0.884  -4.671
S  2.149  -0.553  -3.523
C  -0.179  0.262  5.044
H  0.826  -6.251  -4.875
C  -3.530  4.644  2.063
H  -2.340  0.051  -4.154
H  0.269  -4.288  -1.104
C  -3.131  5.046  -2.404
C  -5.041  -4.772  0.007
H  -2.213  -4.290  -1.801
C  3.419  -1.205  1.962
C  -2.596  -3.395  0.107
C  0.424  -5.360  -2.965
H  -4.033  8.285  -2.038
C  3.897  0.954  -1.926
H  -3.287  -2.649  1.990
C  -2.334  4.912  -1.273
H  -2.307  1.770  -2.358
H  4.011  -1.346  1.065
H  -1.881  -1.022  -2.036
C  -0.320  -2.032  0.111
H  4.685  -4.208  -0.563
C  -2.404  6.042  3.640
C  4.285  -5.322  1.239
H  3.528  -3.154  -3.610
C  -4.731  -3.966  1.096
C  -2.159  5.979  -0.399
H  -1.817  3.984  -1.062
S  -0.304  7.565  1.540
H  1.466  -5.018  3.085
C  -2.169  1.436  2.114
V  1.143  -0.515  0.022
H  -1.347  2.532  -3.646
H  -4.358  6.365  -3.570
C  3.645  0.288  -3.142
H  -3.260  4.203  -3.071
C  5.140  1.556  -1.722
H  -0.380  -1.451  -2.893
H  2.814  -4.839  -5.308
C  3.166  -1.220  4.344
H  1.356  -0.518  6.277
C  -1.835  1.204  3.420
H  -3.077  1.952  1.850
C  -3.347  5.710  4.604
N  -0.149  0.426  1.338
S  2.722  1.174  -0.596
H  -5.127  4.591  5.050
H  -3.602  4.219  1.069
H  -0.447  -5.973  -2.768
C  -1.296  1.033  1.100
O  -0.264  0.173  -1.624
C  0.182  0.184  2.631
C  3.981  -4.418  0.232
H  -0.602  0.326  -4.442
H  5.231  -5.849  1.217
C  -2.920  -4.209  -0.985
C  -1.407  1.674  -2.977
P  -1.130  5.805  1.124
C  1.947  -3.654  -2.278
C  -3.566  7.331  -1.820
N  2.167  -0.803  1.770
C  -2.479  5.509  2.360
C  0.825  -4.425  -2.021
C  1.141  -5.516  -4.145
H  -0.099  2.204  -1.255
C  6.142  1.544  -2.680
C  -4.389  4.847  4.299
C  1.879  -0.691  4.174
O  4.034  -2.248  -1.436
H  4.964  -1.793  3.315
C  3.387  -5.540  2.277
C  2.178  -4.861  2.283
C  2.674  -3.794  -3.448
C  2.262  -4.735  -4.383
H  -2.612  8.030  -0.022
H  -1.535  1.191  0.059
H  3.543  -1.415  5.341
H  0.920  -3.433  1.292
H  -5.296  3.648  2.762
C  -3.527  -3.285  1.147
H  0.743  1.617  -2.700
C  -4.482  4.318  3.017
H  5.305  2.056  -0.774
H  -1.592  6.724  3.865
C  -3.750  6.255  -2.680
C  2.773  -3.734  0.252
C  -0.173  1.535  -2.111
C  3.945  -1.438  3.232
C  -1.392  0.325  -3.690
C  1.865  -3.960  1.273

Atoms 1-2, force components in eV/Å:
C 0.1 0.0 0.3
H 0.0 0.0 0.0

The multiplicity is 4. As for the total charge: -2. Its energy above the lowest of the compared OMol25 structures with the same formula, charge and spin is 3.40 kcal/mol. Its HOMO energy (alpha / beta) is -0.041 / -0.046 hartree. For the orbital gap (alpha / beta), the calculation gives 4.9 / 4.9 eV.


# 2
Here is a 9-piece molecular cluster, C54H69BrClN11OS overall in a non-equilibrium geometry from OMol25. Energies are from the ωB97M-V functional and the def2-TZVPD basis.

Positions of all 138 atoms, in Å:
H  0.092  3.791  -3.422
H  0.635  5.514  -4.752
H  -1.996  8.494  -2.711
C  -0.452  6.968  -2.153
H  -4.035  0.554  -6.023
H  6.218  -11.882  12.137
C  2.112  -5.468  7.894
N  -1.298  6.632  -0.134
H  1.197  -1.440  4.266
C  0.971  5.654  -5.782
C  -3.544  -0.292  2.859
C  -3.837  6.518  -9.301
H  -3.349  3.089  -9.596
C  -3.310  1.027  -5.366
H  -0.302  2.493  -11.338
H  -0.437  7.703  -5.194
H  0.509  0.807  -0.530
H  1.815  4.965  -5.929
H  -1.505  -3.329  1.681
C  -0.296  -1.030  -7.855
C  -2.088  7.575  -0.734
N  -0.865  -2.654  2.059
C  0.387  -0.840  2.267
H  -5.764  2.137  2.975
H  1.800  -7.096  10.470
H  -4.641  -1.799  3.853
C  1.880  -0.689  10.454
C  2.350  -1.481  9.437
H  3.454  -4.077  6.774
N  1.428  7.042  -5.934
C  0.118  5.554  -8.127
H  2.785  -6.159  8.377
C  -0.501  -1.483  1.450
Br  -5.385  4.988  -11.166
C  4.419  -7.865  12.103
H  -0.743  -4.056  6.997
C  0.761  2.149  -2.226
C  1.169  -1.532  11.348
H  1.758  -9.530  11.050
H  5.368  -7.688  12.582
H  -0.383  -3.616  3.900
H  0.670  -1.238  12.256
N  2.534  -7.545  10.987
H  -1.418  5.782  -11.107
H  0.935  1.222  -2.767
H  1.315  -2.990  6.062
C  -2.875  2.315  -5.591
C  -0.477  5.568  -10.596
S  -3.559  3.257  -6.957
H  -3.252  1.706  2.034
H  -0.905  -1.212  0.488
H  4.037  -10.048  12.425
C  0.699  -1.951  -7.657
C  -5.194  1.225  3.045
C  -1.929  2.926  -4.804
H  -3.093  6.888  -10.010
N  1.345  -3.790  6.669
H  -0.944  3.524  -2.059
C  0.252  -4.412  7.205
H  -2.109  4.894  -4.631
H  -1.998  0.383  -1.508
H  5.726  -15.199  9.396
C  1.512  -1.472  -6.595
H  0.829  -2.867  -8.210
N  4.756  -12.362  10.662
H  2.935  -1.240  8.565
C  -2.798  0.357  -4.281
H  0.858  0.108  2.064
C  2.562  -8.869  11.328
H  1.030  6.080  -8.410
C  -0.755  5.222  -9.140
H  3.713  -13.407  9.124
N  -1.439  4.253  -5.060
H  -1.361  -0.770  -2.542
H  -4.843  4.733  -8.739
H  1.933  7.097  -6.811
C  -1.920  4.520  -8.794
C  -0.297  6.260  -0.990
C  3.722  -9.100  12.020
C  0.478  1.886  -0.718
H  0.719  8.985  -5.745
C  -1.394  2.248  -3.690
C  -5.613  0.063  3.634
H  -1.116  -1.011  -8.553
C  2.483  -4.422  7.087
C  5.894  -12.583  11.387
H  0.067  -6.146  8.517
Cl  2.350  3.047  -2.291
N  -0.112  -0.014  -6.959
H  1.292  0.409  -5.413
C  0.309  7.989  -5.944
H  -3.110  -0.658  -4.051
C  5.593  -14.282  9.946
H  0.672  4.788  -12.224
H  -6.537  -0.189  4.126
H  2.385  -1.951  -6.181
C  0.693  -5.461  7.968
C  -1.591  7.803  -1.990
C  -3.879  1.000  2.552
H  0.830  -3.734  11.210
C  -1.871  0.968  -3.455
H  -0.544  2.184  -0.454
C  -4.222  5.051  -9.579
H  2.150  -3.560  9.089
H  0.437  5.527  -0.700
C  -2.112  4.193  -7.461
C  4.563  -13.394  9.785
C  3.660  -6.926  11.460
H  0.181  6.897  -3.023
C  0.254  4.393  -11.287
H  4.154  -11.563  10.759
H  -2.647  -0.856  2.669
H  -4.756  7.104  -9.430
C  -0.379  2.996  -2.840
H  -1.432  6.268  0.792
H  1.178  2.410  -0.063
H  -2.933  7.999  -0.218
H  -2.678  4.261  -10.820
H  7.343  -14.214  11.343
C  0.983  -0.277  -6.185
C  1.233  -2.805  10.842
O  -0.643  3.342  -11.630
H  3.822  -5.873  11.296
H  -3.547  6.659  -8.255
C  -2.992  4.102  -9.794
C  -1.241  4.549  -6.446
N  -1.411  0.214  -2.316
H  -0.695  0.803  -6.879
H  2.029  0.374  10.546
N  -4.606  -0.856  3.513
H  0.185  6.441  -10.647
C  0.563  -1.651  3.419
H  1.033  3.987  -10.631
C  -0.225  -2.762  3.263
C  6.439  -13.767  10.965
C  -0.098  5.238  -6.805
N  1.948  -2.764  9.680
H  -0.228  8.040  -6.906

Atoms 1-2, force components in eV/Å:
H -0.4 -0.2 -0.2
H -0.1 0.0 -0.3

The multiplicity is 1. As for the total charge: 0. As for the SMILES: CNCc1cc(CCO)c(C[C@@H](C)Br)c2c1Nc1c(ccc(N)c1C[C@H](C)Cl)S2.c1cc[nH]c1.c1cc[nH]c1.c1cc[nH]c1.c1cc[nH]c1.c1cc[nH]c1.c1cc[nH]c1.c1cc[nH]c1.c1cc[nH]c1. Its HOMO energy is -0.301 hartree. For the orbital gap, the calculation gives 8.4 eV.


# 3
Here is a 2-piece molecular cluster, C4H14NS overall from OMol25. Energies are from the ωB97M-V functional and the def2-TZVPD basis.

Positions of all 20 atoms, in Å:
C  2.276  0.278  -0.340
H  3.233  0.765  -0.504
C  -1.057  -1.590  -1.329
H  -0.170  -1.034  -1.625
H  1.624  0.547  -1.171
H  1.553  2.805  0.049
S  1.577  0.734  1.253
H  -2.877  -1.254  -0.199
H  -1.640  -1.776  -2.230
H  2.442  -0.797  -0.372
C  -1.889  -0.820  -0.330
H  -0.088  2.394  0.611
H  -1.814  -0.424  1.743
H  -0.299  -0.307  1.019
H  -0.768  -2.569  -0.933
C  0.973  2.411  0.880
H  -1.986  0.226  -0.605
H  -1.002  -1.793  1.307
N  -1.214  -0.835  1.026
H  1.125  3.041  1.752

Atoms 1-2, force components in eV/Å:
C 0.1 -0.1 -0.5
H 0.1 0.1 0.1

The multiplicity is 1. As for the total charge: +1. Its energy above the lowest of the compared OMol25 structures with the same formula, charge and spin is 0.00 kcal/mol. Its HOMO energy is -0.472 hartree. For the orbital gap, the calculation gives 9.7 eV.


# 4
Here is C19H32AuBBrClF4IN5O3P2 as an isolated structure in a non-equilibrium geometry from OMol25. Energies are from the ωB97M-V functional and the def2-TZVPD basis.

Positions of all 70 atoms, in Å:
B  -1.257  2.924  -1.154
F  -2.106  1.726  -1.064
H  0.709  -4.043  -3.219
H  -0.402  -4.231  1.380
C  -1.308  -4.086  0.793
F  -1.215  3.352  -2.454
Cl  -3.501  2.042  -5.833
N  -0.852  0.293  -3.525
Au  -0.492  0.073  -1.537
N  2.419  -0.179  0.476
H  2.107  -5.073  -2.932
H  1.420  -5.905  -0.055
C  2.210  -0.938  3.448
H  0.568  -0.542  -6.428
O  1.169  -2.349  0.525
C  1.152  -4.751  -2.521
H  4.408  -0.692  0.978
P  1.072  -0.833  1.051
C  -2.716  5.120  2.972
H  0.852  -0.802  -3.969
H  -1.673  -5.063  0.474
Br  1.347  4.667  3.989
I  -1.156  2.724  2.448
H  -1.945  -2.444  -2.124
N  -1.057  -3.217  -0.365
C  -1.239  0.613  -6.221
H  -3.953  6.819  3.308
H  -2.716  -3.891  -1.483
H  -2.598  1.397  -3.228
C  -1.921  0.984  -3.961
H  0.497  -5.620  -2.430
P  0.453  -2.884  -0.810
C  2.585  1.279  0.645
F  -1.721  3.859  -0.260
H  -0.418  -1.296  4.167
H  -3.481  4.547  2.467
C  -2.972  6.381  3.435
H  1.619  1.774  0.744
N  1.395  -4.119  -1.209
H  4.074  -0.563  -0.756
H  -2.162  8.097  4.448
C  -0.148  -0.102  -5.748
C  2.028  -5.015  -0.226
C  3.672  -0.900  0.199
H  2.474  0.046  3.838
H  2.996  -5.330  -0.612
C  -0.386  5.311  3.769
C  -1.954  7.103  4.073
F  0.022  2.439  -0.731
H  -2.057  -3.628  1.439
O  0.442  -1.825  -1.910
O  -0.189  -0.171  0.499
N  0.978  -0.879  2.644
C  0.025  -0.252  -4.392
H  -0.116  0.424  3.891
C  -2.129  1.153  -5.313
H  2.058  -1.616  4.286
H  3.071  1.684  -0.241
H  0.096  7.157  4.721
H  -2.952  -2.338  -0.668
H  3.046  -1.321  2.866
H  -1.399  0.751  -7.283
C  -0.676  6.577  4.235
H  3.505  -1.971  0.141
H  2.189  -4.507  0.721
C  -1.422  4.565  3.143
H  3.204  1.499  1.516
C  -2.231  -2.954  -1.208
H  -1.103  -0.508  2.743
C  -0.238  -0.542  3.400

Atoms 1-2, force components in eV/Å:
B 0.0 1.4 0.7
F 0.5 -1.0 -0.3

The multiplicity is 1. As for the total charge: +2. Its energy above the lowest of the compared OMol25 structures with the same formula, charge and spin is 0.00 kcal/mol. Its HOMO energy (alpha / beta) is -0.459 / -0.459 hartree. For the orbital gap (alpha / beta), the calculation gives 2.5 / 2.5 eV.


> Which value of multiplicity does entry 3 give?

1